1.
The following is a DFT calculation (ωB97M-V/def2-TZVPD) of a 8-piece molecular cluster, C49H113N7O8 overall at a distorted geometry.

Values from the calculation:
HOMO-LUMO gap: 8.10 eV
F_max: 5.7 eV/A
LUMO: 0.271 eV
structure (SMILES): CC1(C)CCCC(C)(C)N1O.CC1(C)CCCC(C)(C)N1O.CC1(C)CCCC(C)(C)N1O.CC1(C)CCCC(C)(C)N1O.COC[C@H](C)N.COC[C@H](C)N.COC[C@H](C)N.CO
HOMO: -7.83 eV

```
! wB97M-V def2-TZVPD RIJCOSX def2/J DEFGRID3
* xyz 0 1
C 2.11 5.96 4.19
C 0.62 6.33 3.73
C 0.03 7.34 4.69
C 0.78 7.03 2.38
C -0.45 7.19 1.57
C -1.16 5.82 1.42
C -1.31 5.01 2.76
C -2.48 5.55 3.58
C -1.79 3.62 2.34
N -0.09 5.09 3.56
O -0.19 4.30 4.71
H 2.81 5.54 3.46
H 2.69 6.84 4.45
H 2.07 5.36 5.10
H -0.21 6.96 5.68
H 0.68 8.19 4.89
H -0.84 7.86 4.27
H 1.18 8.03 2.56
H 1.55 6.46 1.87
H -1.13 8.01 1.77
H -0.18 7.45 0.54
H -0.64 5.19 0.71
H -2.14 6.08 1.03
H -3.46 5.13 3.36
H -2.61 6.61 3.79
H -2.39 5.11 4.58
H -0.91 3.11 1.95
H -2.56 3.52 1.57
H -2.19 3.03 3.16
H 0.34 3.52 4.52
C -1.20 -4.72 -4.14
C 0.01 -5.01 -3.20
C 1.38 -4.70 -3.90
C -0.06 -4.12 -1.90
C -1.16 -4.60 -0.94
C -0.95 -6.12 -0.51
C -0.82 -7.03 -1.75
C -0.24 -8.31 -1.15
C -2.23 -7.39 -2.25
N 0.07 -6.50 -2.80
O 0.29 -7.36 -3.80
H -2.14 -4.80 -3.58
H -1.21 -3.66 -4.43
H -1.20 -5.40 -4.99
H 1.50 -3.62 -4.03
H 2.24 -5.23 -3.48
H 1.39 -5.12 -4.90
H 0.86 -4.08 -1.32
H -0.31 -3.10 -2.22
H -1.34 -3.88 -0.14
H -2.16 -4.52 -1.37
H -1.73 -6.42 0.20
H -0.09 -6.08 0.17
H 0.73 -8.14 -0.68
H -0.09 -9.11 -1.87
H -0.88 -8.63 -0.33
H -2.88 -6.51 -2.26
H -2.68 -8.25 -1.76
H -2.21 -7.69 -3.30
H 1.25 -7.36 -3.77
C -1.41 -0.58 -2.95
C -1.59 0.82 -3.47
C -1.48 0.85 -5.03
C -3.03 1.30 -3.08
C -3.33 2.78 -3.10
C -2.21 3.59 -2.42
C -0.77 3.19 -2.86
C -0.45 3.81 -4.29
C 0.07 3.87 -1.83
N -0.64 1.75 -2.78
O 0.73 1.28 -2.77
H -2.07 -1.33 -3.39
H -1.49 -0.59 -1.86
H -0.45 -0.96 -3.28
H -0.42 0.75 -5.26
H -1.93 1.73 -5.49
H -2.06 0.01 -5.39
H -3.78 0.79 -3.68
H -3.10 0.96 -2.04
H -4.32 3.09 -2.76
H -3.50 3.09 -4.13
H -2.38 3.47 -1.35
H -2.31 4.66 -2.55
H -1.17 3.49 -5.04
H -0.29 4.89 -4.29
H 0.49 3.45 -4.69
H -0.13 3.36 -0.89
H 1.15 3.84 -1.93
H -0.31 4.87 -1.62
H 1.06 1.50 -3.64
C 6.47 -4.01 -2.90
C 6.85 -2.51 -2.64
C 8.33 -2.47 -2.18
C 6.71 -1.71 -3.98
C 5.33 -1.47 -4.48
C 4.53 -0.69 -3.41
C 4.54 -1.35 -2.02
C 4.13 -0.28 -0.93
C 3.51 -2.47 -1.89
N 5.90 -1.84 -1.69
O 6.06 -2.42 -0.41
H 6.45 -4.63 -2.01
H 5.56 -4.18 -3.48
H 7.26 -4.47 -3.50
H 8.37 -2.82 -1.15
H 9.01 -3.15 -2.70
H 8.70 -1.45 -2.20
H 7.17 -0.73 -3.87
H 7.23 -2.18 -4.82
H 5.28 -0.91 -5.42
H 4.99 -2.50 -4.63
H 3.50 -0.76 -3.74
H 4.82 0.36 -3.39
H 4.78 0.59 -0.82
H 4.25 -0.65 0.09
H 3.12 0.06 -1.18
H 3.86 -3.39 -2.36
H 2.56 -2.31 -2.40
H 3.23 -2.73 -0.86
H 5.50 -3.20 -0.40
C 1.89 1.74 2.96
O 1.57 2.04 4.31
C 1.36 0.93 5.17
C 0.20 0.01 4.79
C -1.16 0.63 4.99
N 0.30 -1.22 5.66
H 2.10 0.69 2.74
H 2.77 2.25 2.55
H 1.04 2.00 2.33
H 2.26 0.32 5.13
H 1.27 1.20 6.22
H 0.41 -0.36 3.79
H -1.96 -0.02 5.34
H -1.46 1.15 4.09
H -0.96 1.41 5.73
H -0.44 -1.74 5.21
H -0.02 -0.99 6.59
C -4.38 0.62 0.96
O -5.59 1.45 0.98
C -5.48 2.73 0.36
C -6.89 3.38 0.21
C -6.78 4.67 -0.57
N -7.56 3.77 1.44
H -4.57 -0.45 1.01
H -3.74 0.88 1.80
H -3.81 0.73 0.03
H -4.86 3.31 1.04
H -5.01 2.52 -0.61
H -7.55 2.72 -0.35
H -7.71 5.23 -0.59
H -6.36 4.37 -1.53
H -6.07 5.36 -0.13
H -8.54 3.90 1.22
H -7.53 2.96 2.03
C -2.25 -2.38 2.99
O -1.11 -2.80 3.67
C -0.58 -3.96 3.14
C 0.79 -4.27 3.81
C 0.56 -4.66 5.31
N 1.66 -3.08 3.73
H -2.75 -1.54 3.46
H -2.94 -3.16 2.68
H -1.87 -1.91 2.08
H -1.24 -4.82 3.12
H -0.44 -3.66 2.10
H 1.25 -5.09 3.26
H 0.11 -5.65 5.38
H -0.04 -3.92 5.83
H 1.50 -4.79 5.85
H 1.42 -2.59 2.89
H 1.31 -2.42 4.41
C -0.02 -0.04 0.33
O -1.00 0.91 0.03
H 0.02 -0.96 -0.24
H 0.92 0.48 0.16
H -0.16 -0.17 1.41
H -0.97 1.02 -0.92
*
```

2.
The following is a DFT calculation (ωB97M-V/def2-TZVPD) of C4H8 in the gas phase at a distorted geometry.

Values from the calculation:
HOMO-LUMO gap: 11.69 eV
F_max: 2.9 eV/A
LUMO: 1.296 eV
structure (SMILES): C1CCC1
HOMO: -10.39 eV

```
! wB97M-V def2-TZVPD RIJCOSX def2/J DEFGRID3
* xyz 0 1
C 0.71 0.82 0.12
C -0.88 0.70 -0.10
C -0.65 -0.85 0.09
C 0.83 -0.70 -0.13
H 0.97 1.12 1.21
H 1.29 1.53 -0.61
H -1.29 1.07 -1.06
H -1.50 1.07 0.66
H -1.36 -1.47 -0.59
H -0.86 -1.15 1.17
H 1.49 -1.18 0.62
H 1.21 -0.76 -1.23
*
```

3.
The following is a DFT calculation (ωB97M-V/def2-TZVPD) of C5H6F2S in the gas phase at a distorted geometry.

Values from the calculation:
HOMO-LUMO gap: 8.48 eV
F_max: 5.9 eV/A
LUMO: -0.206 eV
structure (SMILES): C[C@@H]1[C@H](C=S)C1(F)F
HOMO: -8.69 eV

```
! wB97M-V def2-TZVPD RIJCOSX def2/J DEFGRID3
* xyz 0 1
C 1.09 1.97 0.01
C 1.05 0.76 -0.81
C -0.20 -0.23 -0.61
C -1.14 0.11 0.31
S -2.66 -0.15 0.01
C 1.14 -0.43 0.01
F 1.68 -1.59 -0.49
F 1.38 -0.46 1.31
H 0.81 2.83 -0.91
H 0.34 1.94 0.91
H 2.15 2.40 0.69
H 1.41 0.99 -1.73
H -0.44 -0.88 -1.40
H -0.96 0.48 1.37
*
```

4.
The following is a DFT calculation (ωB97M-V/def2-TZVPD) of C27H28Br2CoF9N5OSSi2 as an isolated structure.

Values from the calculation:
HOMO-LUMO gap: 5.46 eV
F_max: 1.0 eV/A
LUMO: 1.441 eV
HOMO: -4.01 eV

```
! wB97M-V def2-TZVPD RIJCOSX def2/J DEFGRID3
* xyz -1 1
Co -0.37 -0.15 -0.32
Br 5.74 0.46 2.02
C 3.97 0.26 1.39
C 2.91 0.34 2.28
C 1.64 0.21 1.76
N 1.42 0.02 0.46
C 2.44 -0.15 -0.36
C 3.74 0.00 0.05
C 2.04 -0.66 -1.70
C 2.92 -0.77 -2.75
C 2.47 -1.37 -3.92
Br 3.63 -1.52 -5.39
C 1.19 -1.85 -3.99
C 0.37 -1.67 -2.89
N 0.78 -1.09 -1.77
H 3.07 0.49 3.33
H 0.75 0.26 2.38
H 4.57 -0.14 -0.63
H 3.92 -0.38 -2.68
H 0.80 -2.32 -4.88
H -0.66 -2.02 -2.91
C 0.75 3.20 0.83
Si -0.81 2.51 1.62
C -2.23 3.74 1.47
C -0.42 2.42 3.48
N -1.19 0.93 1.03
C -2.02 0.11 1.81
C -3.06 0.54 2.63
C -3.81 -0.36 3.37
C -3.54 -1.71 3.28
C -2.51 -2.16 2.46
C -1.72 -1.27 1.74
N -0.64 -1.60 0.90
Si 0.09 -3.16 1.01
C -0.86 -4.50 0.10
C 0.27 -3.65 2.83
C 1.85 -3.24 0.36
H 0.60 4.23 0.48
H 1.07 2.62 -0.03
H 1.57 3.22 1.56
H -1.89 4.70 1.06
H -2.69 3.93 2.44
H -3.00 3.36 0.80
H -0.64 3.39 3.96
H 0.63 2.20 3.66
H -1.03 1.67 3.99
H -3.30 1.60 2.67
H -4.63 -0.01 4.00
H -4.14 -2.43 3.83
H -2.34 -3.23 2.36
H -1.86 -4.64 0.53
H -0.33 -5.46 0.15
H -1.00 -4.23 -0.95
H -0.47 -4.39 3.15
H 0.15 -2.77 3.48
H 1.26 -4.07 3.00
H 1.95 -3.06 -0.71
H 2.20 -4.26 0.55
H 2.53 -2.56 0.90
F 1.64 1.65 -4.04
C 1.14 2.61 -3.23
F 1.18 3.76 -3.92
F 2.00 2.73 -2.21
C -0.29 2.19 -2.71
O -0.18 1.28 -1.77
C -1.04 3.49 -2.23
F -2.11 3.17 -1.52
F -1.44 4.28 -3.25
F -0.24 4.24 -1.45
C -1.10 1.66 -3.96
F -2.42 1.73 -3.77
F -0.82 2.34 -5.10
F -0.80 0.38 -4.20
S -2.57 -0.45 -1.15
C -2.55 -1.84 -2.07
N -2.53 -2.82 -2.71
*
```

5.
The following is a DFT calculation (ωB97M-V/def2-TZVPD) of C47H72F6N5O33RbS7 as an isolated structure at a distorted geometry.

Values from the calculation:
HOMO-LUMO gap: 7.75 eV
F_max: 6.2 eV/A
LUMO: -1.924 eV
HOMO: -9.67 eV

```
! wB97M-V def2-TZVPD RIJCOSX def2/J DEFGRID3
* xyz 0 1
Rb -5.65 1.99 -9.92
C -2.81 1.35 -7.30
F -2.78 2.60 -7.68
F -2.22 1.12 -6.17
F -4.07 1.04 -7.27
S -2.05 0.34 -8.68
O -0.72 1.02 -8.86
O -2.04 -1.06 -8.18
N -3.25 0.54 -9.89
S -2.49 -0.11 -11.09
O -2.29 0.93 -12.11
O -1.40 -1.06 -11.00
C -3.95 -1.28 -11.75
F -3.62 -1.82 -12.96
F -4.23 -2.26 -10.83
F -5.09 -0.58 -11.98
C -8.45 -2.75 -12.70
O -7.48 -1.82 -13.26
C -7.75 -0.92 -14.28
O -8.85 -0.65 -14.81
O -6.64 -0.26 -14.44
C -6.54 0.93 -15.14
H -7.85 -3.41 -12.09
H -9.05 -3.20 -13.50
H -9.08 -2.24 -11.97
H -5.54 1.32 -15.35
H -7.11 1.51 -14.42
H -7.01 0.90 -16.13
C -1.12 -5.24 -2.94
O -2.01 -4.73 -3.90
C -2.18 -3.45 -4.03
O -1.70 -2.62 -3.21
O -2.97 -3.17 -5.12
C -3.34 -1.83 -5.54
H -1.52 -5.58 -1.99
H -0.18 -4.67 -2.91
H -0.71 -6.13 -3.41
H -2.35 -1.43 -5.75
H -3.82 -1.05 -4.95
H -3.82 -1.86 -6.52
C 3.84 -2.43 -16.60
C 2.96 -1.50 -17.17
C 2.12 -0.82 -16.25
C 2.05 -1.24 -14.91
C 2.88 -2.23 -14.44
C 3.88 -2.72 -15.24
N 1.18 -0.47 -14.00
O 0.70 -1.10 -13.14
O 0.99 0.72 -14.22
H 4.52 -2.88 -17.31
H 2.96 -1.22 -18.21
H 1.49 0.02 -16.49
H 2.89 -2.47 -13.38
H 4.69 -3.40 -14.99
C -3.59 -4.66 -16.71
C -3.34 -4.66 -18.08
C -3.94 -3.72 -18.90
C -4.80 -2.67 -18.38
C -4.95 -2.71 -16.99
C -4.39 -3.70 -16.13
N -5.43 -1.76 -19.30
O -5.19 -1.82 -20.53
O -6.11 -0.82 -18.81
H -3.23 -5.42 -16.04
H -2.69 -5.40 -18.52
H -3.96 -3.85 -19.97
H -5.46 -1.91 -16.47
H -4.51 -3.66 -15.06
C -0.16 3.24 -11.81
C -1.25 3.94 -11.29
C -0.96 5.03 -10.46
C 0.28 5.54 -10.24
C 1.34 4.80 -10.82
C 1.12 3.58 -11.51
N 0.47 6.73 -9.32
O -0.52 7.39 -9.07
O 1.59 6.98 -8.91
H -0.37 2.53 -12.60
H -2.27 3.66 -11.52
H -1.83 5.51 -10.03
H 2.36 4.93 -10.49
H 2.00 3.04 -11.86
C -1.27 1.87 -3.43
C -1.06 0.45 -3.49
C 0.17 -0.05 -3.13
C 1.27 0.84 -3.00
C 1.16 2.18 -3.13
C -0.12 2.72 -3.26
N 2.55 0.27 -2.61
O 3.54 1.03 -2.57
O 2.65 -0.92 -2.38
H -2.18 2.40 -3.70
H -1.90 -0.22 -3.48
H 0.24 -1.12 -3.02
H 1.99 2.86 -2.98
H -0.23 3.79 -3.24
O -1.62 8.52 -3.84
S -0.68 7.55 -4.45
O 0.41 6.92 -3.74
O -1.52 6.27 -5.21
C -2.70 6.61 -5.88
C -2.97 5.36 -6.70
C 0.04 8.21 -5.99
H -2.50 7.45 -6.54
H -3.43 6.94 -5.15
H -2.10 5.38 -7.35
H -3.78 5.51 -7.41
H -3.04 4.40 -6.18
H 0.84 8.92 -5.78
H -0.62 8.91 -6.49
H 0.63 7.47 -6.52
O -6.26 -8.57 -10.14
S -6.88 -8.67 -11.46
O -8.35 -8.59 -11.56
O -6.30 -7.39 -12.41
C -5.06 -6.90 -12.21
C -5.23 -5.51 -11.69
C -6.25 -10.13 -12.47
H -4.60 -6.86 -13.20
H -4.47 -7.62 -11.64
H -4.47 -4.91 -12.20
H -5.11 -5.50 -10.61
H -6.25 -5.17 -11.89
H -6.40 -11.01 -11.85
H -5.19 -9.87 -12.51
H -6.89 -9.87 -13.31
O 1.53 -4.28 -5.86
S 1.41 -3.42 -7.03
O 2.51 -3.18 -7.96
O -0.03 -3.76 -7.86
C 0.08 -3.82 -9.25
C -0.74 -4.92 -9.87
C 0.91 -1.77 -6.41
H 1.11 -3.93 -9.58
H -0.20 -2.85 -9.65
H -0.51 -5.17 -10.90
H -1.82 -4.79 -9.77
H -0.59 -5.77 -9.20
H 0.84 -1.12 -7.29
H 1.71 -1.37 -5.79
H -0.05 -1.90 -5.91
O -9.22 -1.08 -6.33
S -8.04 -1.76 -5.93
O -7.99 -2.80 -4.92
O -7.32 -2.37 -7.30
C -7.16 -1.52 -8.43
C -7.34 -2.60 -9.63
C -6.71 -0.55 -5.44
H -6.20 -1.01 -8.48
H -7.94 -0.75 -8.50
H -6.70 -3.46 -9.46
H -6.98 -2.16 -10.56
H -8.41 -2.84 -9.65
H -5.69 -0.63 -5.83
H -6.59 -0.61 -4.35
H -7.23 0.36 -5.74
O -7.28 5.20 -1.30
S -6.67 5.15 -2.64
O -5.65 6.17 -3.04
O -6.34 3.62 -3.06
C -5.44 3.31 -4.08
C -5.82 3.67 -5.52
C -8.03 5.25 -3.78
H -5.48 2.22 -4.13
H -4.41 3.50 -3.78
H -5.69 4.75 -5.53
H -6.81 3.32 -5.83
H -5.07 3.19 -6.15
H -8.81 5.77 -3.23
H -8.43 4.25 -3.94
H -7.73 5.91 -4.60
*
```

6.
The following is a DFT calculation (ωB97M-V/def2-TZVPD) of a 10-piece molecular cluster, H20O10 overall at a distorted geometry.

Values from the calculation:
HOMO-LUMO gap: 10.88 eV
F_max: 1.2 eV/A
LUMO: -0.018 eV
structure (SMILES): O.O.O.O.O.O.O.O.O.O
HOMO: -10.90 eV

```
! wB97M-V def2-TZVPD RIJCOSX def2/J DEFGRID3
* xyz 0 1
O -12.21 -12.10 -11.08
H -11.66 -12.08 -11.85
H -12.15 -11.22 -10.71
O -13.46 -13.74 -13.58
H -14.24 -13.27 -13.28
H -13.08 -14.11 -12.79
O -11.58 -12.04 -7.71
H -10.84 -12.58 -7.97
H -11.27 -11.14 -7.78
O -8.83 -13.19 -7.60
H -8.82 -13.76 -8.37
H -8.56 -13.76 -6.88
O -14.70 -12.78 -10.05
H -13.87 -12.62 -10.50
H -15.17 -13.40 -10.60
O -8.44 -14.26 -10.01
H -7.81 -13.89 -10.63
H -8.35 -15.21 -10.12
O -8.16 -17.04 -9.57
H -9.11 -17.04 -9.65
H -7.85 -17.50 -10.35
O -11.03 -17.29 -9.19
H -11.54 -18.05 -9.47
H -11.27 -16.60 -9.81
O -11.02 -14.75 -10.81
H -11.64 -14.14 -10.40
H -10.16 -14.44 -10.52
O -10.97 -17.59 -13.14
H -11.84 -17.97 -13.22
H -10.94 -17.22 -12.27
*
```

7.
The following is a DFT calculation (ωB97M-V/def2-TZVPD) of C5H9ClFN in the gas phase at a distorted geometry.

Values from the calculation:
HOMO-LUMO gap: 9.92 eV
F_max: 1.5 eV/A
LUMO: 0.923 eV
structure (SMILES): CN[C@H]1C[C@](F)(Cl)C1
HOMO: -9.00 eV

```
! wB97M-V def2-TZVPD RIJCOSX def2/J DEFGRID3
* xyz 0 1
C -2.54 0.92 0.01
N -2.40 -0.52 -0.11
C -1.06 -1.07 0.00
C -0.08 -0.54 1.10
C 0.72 0.16 0.00
F 0.49 1.50 -0.01
Cl 2.49 -0.08 0.01
C -0.07 -0.57 -1.09
H -3.61 1.15 -0.06
H -1.99 1.41 -0.80
H -2.17 1.35 0.94
H -3.01 -0.99 0.56
H -1.16 -2.14 0.00
H -0.43 0.12 1.85
H 0.48 -1.35 1.61
H 0.51 -1.37 -1.59
H -0.46 0.09 -1.87
*
```